--- w ---
Here is a 2-piece molecular cluster, CH3ClOS2 overall from the OMol25 dataset. Energies are from ωB97M-V with the def2-TZVPD basis set.

Output
- LUMO (spin up / spin down) (eV) = -1.9 / -1.8
- gap between HOMO and LUMO (spin up / spin down) (eV) = 7.39 / 6.90
- total charge = 0
- E_HOMO (spin up / spin down) (eV) = -9.242 / -8.736

Atoms and positions in Å:
C  -1.02984  -0.15020  0.49474
O  1.25736  0.54585  -1.89359
S  -2.04112  -0.97975  -0.67234
S  1.62334  1.07122  -0.58055
Cl  2.63289  -0.48960  0.35521
H  -0.31425  -0.81050  0.92987
H  -1.73237  0.21760  1.25766
H  -0.39601  0.59538  0.10901

Atomic partial charges in e from the Löwdin method, atoms 1 to 2: C -0.639; O -0.576

***

--- x ---
Here is a 2-piece molecular cluster, CH3ClOS2 overall from the OMol25 dataset. Energies are from ωB97M-V with the def2-TZVPD basis set.

Output
- LUMO (spin up / spin down) (eV) = -1.0 / -2.9
- gap between HOMO and LUMO (spin up / spin down) (eV) = 8.66 / 6.55
- total charge = 0
- E_HOMO (spin up / spin down) (eV) = -9.669 / -9.464

Atoms and positions in Å:
C  -1.58989  0.06051  -0.20441
O  1.46839  0.05018  1.61141
S  2.13415  1.52215  -0.68465
S  1.20357  0.09719  0.18839
Cl  1.78360  -1.71114  -0.43028
H  -1.49460  -0.05904  0.84577
H  -1.36408  0.90827  -0.75080
H  -2.14113  -0.86812  -0.57543

Atomic partial charges in e from the Löwdin method, atoms 1 to 2: C 0.097; O -0.548

***

What are the relative energies? In kcal/mol: w 0.0; x 28.6.